Density functional theory data (the ωB97M-V functional and the def2-TZVPD basis) for 10 unconnected molecules or ions with the total composition C57H122F2N10O7S2.

## Properties
**ΔE to the lowest compared entry with this formula, charge and spin**: 483.00 kJ/mol
**Total charge**: +4

Each line ends with the Löwdin charge.
Geometry (Å):
1 H 17.96 -7.57 28.02  0.11
2 H 20.79 -7.57 25.98  0.13
3 C 15.98 -11.98 20.84  -0.15
4 H 16.52 -1.76 20.90  0.09
5 H 23.93 -7.19 16.97  0.13
6 C 14.57 -12.49 21.14  -0.09
7 C 15.05 -10.63 22.67  -0.02
8 H 25.04 -5.14 16.75  0.11
9 H 24.49 -4.56 18.27  0.10
10 C 17.06 -6.85 20.63  -0.09
11 H 19.73 -1.62 24.96  0.14
12 H 13.90 -12.66 23.64  0.13
13 H 11.96 -10.99 26.28  0.08
14 H 14.06 -8.89 15.02  0.11
15 H 11.90 -3.06 22.97  0.12
16 H 20.39 -11.30 23.63  0.09
17 H 21.82 -6.27 14.04  0.11
18 H 13.09 -10.28 24.41  0.09
19 H 17.09 -8.59 14.29  0.15
20 H 17.58 -9.03 27.29  0.10
21 H 21.16 0.32 24.89  0.13
22 H 26.97 -5.34 18.23  0.08
23 H 15.03 -7.23 16.72  0.10
24 C 21.32 -6.96 17.11  -0.08
25 H 16.69 -12.70 21.24  0.13
26 C 18.83 -8.89 17.41  -0.12
27 C 13.92 -3.18 23.58  -0.04
28 H 14.79 -6.29 22.36  0.10
29 N 16.54 -8.55 16.40  -0.18
30 H 18.06 -2.81 23.12  0.09
31 H 18.00 -1.69 19.94  0.10
32 H 13.50 -10.18 20.29  0.11
33 H 20.60 -9.17 24.28  0.11
34 O 18.62 -4.49 17.12  -0.33
35 N 18.23 -0.98 22.03  -0.04
36 H 15.84 -10.47 17.23  0.11
37 H 14.43 -4.22 26.10  0.12
38 H 14.45 -4.11 23.38  0.10
39 H 14.51 -7.91 12.77  0.08
40 N 13.88 -11.43 22.02  -0.25
41 H 16.06 -7.14 20.29  0.03
42 C 16.76 0.72 25.16  -0.09
43 H 19.91 -9.99 25.61  0.11
44 H 17.17 -10.69 21.92  0.09
45 C 21.77 -4.66 18.20  0.04
46 C 11.59 -6.63 21.86  0.08
47 C 21.79 1.05 23.04  -0.07
48 H 21.22 -7.58 18.01  0.12
49 H 10.41 -8.78 23.78  0.12
50 C 14.60 -8.98 12.96  -0.06
51 C 19.66 -9.58 24.63  -0.19
52 H 12.85 -5.79 19.60  0.12
53 O 17.56 -3.58 13.29  -0.24
54 H 16.25 -12.10 19.79  0.12
55 C 15.35 -8.12 17.26  0.02
56 H 20.76 -4.50 17.80  0.06
57 O 16.76 -4.64 21.80  -0.33
58 N 16.81 -4.93 15.45  -0.27
59 H 13.68 -9.45 12.64  0.08
60 N 22.30 -5.75 17.21  -0.22
61 C 13.04 -12.19 23.16  -0.04
62 H 14.75 -0.64 23.98  0.14
63 H 13.06 -2.46 26.73  0.14
64 H 20.72 -7.96 15.27  0.09
65 N 11.66 -7.28 23.04  -0.06
66 H 20.36 1.70 24.52  0.14
67 C 17.44 -1.21 20.74  0.07
68 H 22.36 -8.43 15.72  0.11
69 C 18.47 -8.66 24.82  -0.13
70 H 21.39 -4.66 15.56  0.11
71 C 12.99 -7.32 23.42  -0.05
72 C 17.68 -6.44 25.59  -0.10
73 C 19.90 -5.80 24.85  -0.15
74 H 16.86 -1.09 26.26  0.10
75 H 26.36 -6.98 18.19  0.09
76 C 19.34 -1.25 24.03  0.02
77 C 13.12 -2.02 25.73  -0.09
78 H 22.67 1.58 23.42  0.10
79 H 20.38 -6.45 16.95  0.09
80 N 18.59 -7.61 25.92  -0.22
81 N 19.71 -0.04 23.44  -0.04
82 C 16.16 -10.65 21.50  -0.12
83 S 17.84 -4.69 14.20  0.57
84 H 14.58 -9.68 22.93  0.09
85 H 13.30 -7.67 24.40  0.12
86 C 22.40 -6.48 14.94  -0.12
87 H 17.64 -9.26 25.21  0.12
88 S 17.42 -4.03 16.41  0.41
89 H 19.99 -6.30 23.89  0.10
90 C 13.77 -6.62 22.52  0.02
91 H 17.58 -7.37 19.83  0.05
92 H 19.24 -8.80 27.56  0.11
93 H 17.21 -10.66 15.99  0.14
94 H 17.44 -9.87 18.95  0.07
95 H 14.33 -5.20 20.44  0.10
96 H 21.60 -7.42 22.53  0.03
97 H 10.64 -6.46 21.39  0.17
98 H 19.49 -10.36 22.53  0.06
99 O 23.91 -8.51 20.78  -0.05
100 C 22.03 -7.19 21.55  -0.03
101 H 19.60 -9.20 16.71  0.12
102 H 16.12 -9.78 20.85  0.08
103 N 12.89 -6.10 21.56  -0.09
104 H 12.86 -4.32 20.64  0.11
105 H 14.47 -8.76 17.32  0.09
106 H 11.41 -1.46 24.44  0.13
107 H 12.22 -4.43 24.19  0.10
108 H 20.66 -5.02 24.89  0.14
109 C 16.77 -10.08 16.80  -0.05
110 H 18.14 -8.22 23.89  0.12
111 H 18.37 -7.43 15.89  0.11
112 H 16.90 0.57 24.09  0.06
113 C 17.32 -5.34 20.71  -0.63
114 C 12.48 -11.15 24.14  -0.25
115 H 21.65 -5.08 19.20  0.09
116 H 17.35 -7.36 21.55  0.06
117 H 25.93 -5.86 19.56  0.08
118 C 16.10 -0.51 25.74  -0.21
119 C 15.11 -3.44 25.74  -0.01
120 H 15.60 -2.89 26.54  0.11
121 C 20.73 0.81 24.02  -0.21
122 H 22.08 0.16 22.47  0.10
123 C 21.66 -7.59 15.68  -0.13
124 H 9.59 -7.25 23.46  0.14
125 C 11.93 -2.33 24.86  -0.14
126 H 18.54 -11.32 23.69  0.05
127 C 22.34 -5.14 15.80  -0.05
128 H 15.76 -7.87 18.24  0.07
129 H 17.58 -6.98 17.38  0.10
130 N 14.31 -2.52 24.94  -0.23
131 C 14.97 -9.14 14.49  -0.23
132 H 11.66 -10.70 23.57  0.08
133 H 21.21 -7.03 20.84  0.02
134 H 23.17 -4.44 15.92  0.12
135 F 16.35 -4.35 17.51  -0.22
136 O 22.22 -9.62 21.49  -0.06
137 C 17.89 -7.84 16.78  -0.08
138 H 10.03 -7.78 25.95  0.09
139 H 15.93 -7.32 14.79  0.10
140 H 10.34 -6.13 25.47  0.08
141 H 13.97 -12.67 20.25  0.13
142 C 24.85 -5.46 17.77  -0.24
143 C 17.87 -10.00 17.96  -0.11
144 H 21.42 1.76 22.30  0.08
145 H 19.10 -4.08 20.79  0.07
146 H 19.36 -5.72 21.33  0.05
147 H 12.42 -12.63 25.80  0.09
148 H 18.19 -4.87 23.99  0.09
149 F 17.37 -5.99 13.35  -0.21
150 C 19.98 -6.84 25.99  -0.03
151 O 19.23 -4.99 14.35  -0.28
152 H 12.52 -10.00 21.90  0.07
153 H 18.46 -4.54 25.70  0.11
154 C 12.39 -3.40 23.88  -0.14
155 H 20.12 -6.19 26.86  0.14
156 H 22.76 -6.41 21.36  0.06
157 H 22.32 -3.74 18.05  0.10
158 H 15.42 -9.34 12.35  0.08
159 C 18.91 0.15 22.31  0.02
160 C 18.34 -8.25 27.26  0.02
161 C 11.96 -11.70 25.45  -0.07
162 H 16.12 -1.81 24.02  0.09
163 C 19.46 -10.75 23.55  -0.06
164 C 23.69 -6.41 17.68  -0.08
165 H 15.37 -11.23 23.52  0.13
166 C 12.94 -10.62 21.11  0.04
167 H 23.48 -6.63 14.82  0.12
168 H 17.26 -6.12 26.54  0.12
169 H 11.14 -2.69 25.51  0.12
170 C 18.82 -5.12 20.60  -0.06
171 H 12.12 -11.23 20.74  0.12
172 H 18.41 -10.94 18.09  0.12
173 H 16.79 -5.10 19.79  0.09
174 H 19.18 -5.53 19.66  0.05
175 C 18.50 -5.32 24.94  -0.18
176 H 19.26 -8.30 18.22  0.09
177 H 14.56 -13.45 21.65  0.14
178 C 18.50 -1.82 23.07  -0.06
179 C 26.12 -5.96 18.50  -0.06
180 H 15.42 -0.30 26.57  0.11
181 C 10.62 -7.16 25.27  -0.04
182 C 15.34 -1.32 24.60  -0.05
183 H 10.94 -12.06 25.34  0.09
184 H 17.27 -0.21 20.34  0.10
185 H 14.01 -2.43 22.80  0.13
186 H 17.62 1.09 25.71  0.09
187 C 13.25 -5.33 20.50  -0.02
188 H 15.29 -10.18 14.59  0.10
189 H 19.03 1.05 21.73  0.17
190 H 16.13 1.60 25.28  0.09
191 H 23.45 -6.85 18.65  0.12
192 O 17.19 -2.57 16.24  -0.27
193 C 10.52 -7.69 23.81  -0.14
194 C 22.75 -8.58 21.18  -0.84
195 H 11.63 -7.27 25.68  0.06
196 H 15.80 -3.94 25.06  0.09
197 C 16.20 -8.37 14.88  -0.12
198 H 12.39 -12.83 22.56  0.15
199 H 16.84 -6.89 25.06  0.12
200 H 13.18 -1.00 26.11  0.14



Density functional theory data (the ωB97M-V functional and the def2-TZVPD basis) for a molecular structure, C57H142BeN9O19.

## Properties
**Total charge**: +1

Each line ends with the Löwdin charge.
Geometry (Å):
1 H -6.77 6.40 21.87  0.13
2 H -8.15 3.54 22.37  0.12
3 H -7.73 -3.13 16.53  0.12
4 H -11.22 2.59 14.24  0.09
5 H -4.70 -7.30 13.23  0.09
6 H -3.25 -5.83 12.40  0.11
7 O -8.69 -7.57 17.92  -0.22
8 C -4.88 2.35 16.06  -0.06
9 H -4.18 3.99 18.13  0.08
10 C -2.55 -5.42 13.13  -0.19
11 H -6.25 -2.00 14.59  0.07
12 H -9.75 4.15 19.74  0.12
13 C -2.61 -0.58 15.85  -0.20
14 N -7.12 4.48 20.87  -0.02
15 H -2.78 3.92 8.15  0.12
16 H -2.58 -0.45 14.76  0.11
17 H -0.54 1.10 15.27  0.07
18 C -6.48 -2.85 13.95  -0.10
19 H -2.31 0.47 20.71  0.14
20 H -1.67 -3.58 11.34  0.13
21 H -4.50 2.57 11.94  0.09
22 N -0.74 3.36 12.94  -0.07
23 H -5.99 -1.64 21.35  0.14
24 H -5.11 1.38 4.87  0.09
25 N -4.35 0.44 21.04  -0.03
26 H -2.11 -2.60 17.63  0.12
27 H -8.69 -2.47 12.03  0.09
28 C -3.33 2.10 19.58  -0.17
29 H -11.32 -5.87 16.62  0.12
30 C -9.61 0.53 14.57  -0.21
31 H -3.60 -3.82 13.61  0.07
32 H -7.48 -8.73 19.11  0.09
33 C -7.47 5.24 17.69  -0.21
34 C -5.20 3.21 11.40  -0.24
35 H -7.55 8.87 19.07  0.13
36 H -4.73 -0.01 11.43  0.09
37 H -6.55 4.69 17.88  0.10
38 H -11.53 -3.15 12.83  0.12
39 C -9.30 -0.87 14.09  -0.19
40 C -3.27 2.18 6.87  -0.20
41 O -9.88 1.30 13.43  -0.22
42 H 0.93 -0.58 10.54  0.08
43 H -4.91 -0.02 19.03  0.09
44 C -3.62 -4.11 19.12  -0.23
45 H -9.43 -4.00 11.69  0.13
46 O -4.82 3.73 22.53  -0.23
47 H -8.70 -2.43 9.53  0.08
48 C -3.14 1.18 20.78  -0.18
49 H -7.92 -5.99 15.32  0.12
50 H -6.09 7.41 17.34  0.11
51 C -10.04 5.70 16.41  -0.09
52 H -3.66 4.34 10.30  0.11
53 N -9.56 -5.02 16.23  -0.06
54 H -4.22 9.31 20.15  0.09
55 C -1.34 4.69 12.89  -0.19
56 C -7.45 -3.90 15.80  -0.22
57 O -3.17 5.98 13.88  -0.18
58 H 0.25 3.38 12.74  0.11
59 O -10.33 -2.38 10.78  -0.18
60 H -3.02 2.50 5.86  0.12
61 H -4.44 3.79 7.46  0.11
62 H -10.21 5.76 17.49  0.08
63 H -6.97 2.25 16.32  0.10
64 C -2.65 -3.44 11.80  -0.20
65 H -9.05 -0.11 20.20  0.07
66 H -8.74 0.92 15.11  0.10
67 H -5.64 -3.53 13.82  0.08
68 C -2.87 -5.93 14.54  -0.21
69 C -3.77 -3.69 17.66  -0.19
70 C -2.96 -1.96 11.80  -0.19
71 C -10.27 -6.18 16.67  -0.23
72 O -6.39 2.56 11.06  -0.16
73 H -4.33 5.38 15.45  0.07
74 O -6.13 8.51 20.47  -0.21
75 O 0.64 1.33 11.37  -0.21
76 C -5.38 1.60 5.90  -0.11
77 H -5.29 -0.23 16.97  0.05
78 H -9.61 3.31 13.96  0.06
79 H -1.22 -5.91 20.36  0.09
80 H -6.64 1.95 13.06  0.08
81 O -8.59 2.55 19.75  -0.25
82 H -5.01 3.43 16.06  0.04
83 C -4.10 4.25 19.19  -0.08
84 H -4.17 -1.92 15.68  0.10
85 H -5.90 -7.19 14.47  0.08
86 C -4.70 -0.51 19.98  -0.18
87 H -8.75 -7.94 19.95  0.08
88 H -10.24 -3.48 13.92  0.08
89 H -7.83 3.09 12.48  0.08
90 O -4.17 -1.68 12.54  -0.22
91 H -5.53 -0.20 12.94  0.07
92 H -6.48 4.38 23.63  0.12
93 H -10.68 -7.38 18.50  0.12
94 H -3.78 0.32 12.89  0.07
95 H -2.47 -6.93 14.74  0.12
96 H -7.26 5.06 20.03  0.07
97 H -5.41 6.72 18.83  0.09
98 H -9.01 -1.47 14.95  0.12
99 C -6.26 7.24 18.41  -0.15
100 C -1.40 2.39 12.07  -0.18
101 C -9.75 -2.73 9.54  -0.12
102 H -5.52 5.74 21.01  0.08
103 C -6.17 0.26 16.54  -0.06
104 H -10.53 0.61 15.16  0.12
105 O -7.01 -0.24 20.32  -0.22
106 H -4.53 -4.52 19.56  0.12
107 H -10.18 -7.03 15.96  0.12
108 H 0.41 0.49 16.55  0.09
109 H -9.66 -5.92 18.59  0.12
110 H -1.11 0.26 11.47  0.10
111 H -3.39 -4.52 17.05  0.11
112 C -6.00 -1.21 20.34  -0.20
113 H -2.54 -2.70 15.39  0.11
114 H -6.26 1.00 6.15  0.09
115 C -4.56 -0.32 12.47  -0.09
116 H -4.22 -0.12 21.87  0.13
117 H -2.13 -1.39 12.21  0.10
118 C -9.31 3.53 20.52  -0.18
119 H -4.76 6.96 14.64  0.09
120 H -8.57 -1.24 21.40  0.10
121 H -4.43 -8.07 14.84  0.09
122 H -2.44 -5.21 15.24  0.10
123 C -7.65 5.55 16.19  -0.19
124 O -6.11 2.20 18.13  -0.26
125 H -0.64 5.33 13.43  0.12
126 H -2.30 2.40 19.36  0.14
127 H -4.61 8.99 21.79  0.09
128 H -2.36 1.66 7.19  0.12
129 H -4.33 7.59 20.67  0.07
130 C -10.54 -2.80 13.13  -0.17
131 C -6.33 5.42 21.67  -0.19
132 C -4.44 5.93 14.51  -0.12
133 O -4.23 3.13 20.04  -0.22
134 H -10.14 4.69 16.01  0.08
135 H -7.68 -5.72 16.98  0.11
136 H -9.20 -9.32 18.92  0.09
137 H -6.21 -2.05 19.66  0.13
138 H -3.18 0.21 16.34  0.09
139 H -5.31 4.11 12.01  0.10
140 H -8.54 -0.90 13.30  0.10
141 H -1.42 2.83 11.07  0.12
142 C -10.36 2.61 13.57  -0.11
143 H -5.04 2.66 24.26  0.09
144 H -8.49 1.42 18.09  0.07
145 C -8.29 -0.86 20.41  -0.06
146 N -7.50 6.41 18.57  -0.05
147 Be -6.19 2.01 20.58  0.96
148 H -1.09 1.33 16.96  0.08
149 H -5.28 4.33 9.70  0.12
150 O -2.46 -4.93 19.19  -0.19
151 O -8.82 6.31 15.99  -0.18
152 H -3.21 -1.55 10.82  0.13
153 H -10.13 -2.27 8.63  0.08
154 H -5.96 9.38 18.58  0.12
155 H -3.36 -3.22 19.70  0.09
156 C -7.21 2.25 12.18  -0.09
157 H -6.16 -0.01 15.48  0.06
158 H -4.81 2.00 8.98  0.10
159 C -4.82 -7.20 14.32  -0.10
160 C -3.61 3.25 7.92  -0.21
161 C -4.23 3.05 23.62  -0.08
162 H -3.96 -1.29 19.84  0.10
163 H -2.93 -6.12 20.86  0.09
164 H -9.97 -4.74 15.35  0.08
165 H -10.11 3.07 21.10  0.13
166 N -4.04 2.64 9.17  -0.04
167 H -3.40 -3.94 11.18  0.12
168 H -8.90 5.08 21.91  0.14
169 C -6.11 1.77 16.81  -0.58
170 O -4.35 1.24 6.81  -0.20
171 H -9.78 2.67 17.98  0.09
172 H -10.86 6.29 16.00  0.09
173 H -6.76 6.10 15.89  0.09
174 H -5.70 2.64 5.96  0.08
175 N -10.59 -1.41 13.64  -0.04
176 H -7.06 -0.16 17.00  0.07
177 H -6.40 -4.10 16.05  0.09
178 O -7.59 -3.58 14.44  -0.19
179 O -4.27 -5.97 14.74  -0.21
180 H -1.54 -5.76 12.87  0.12
181 H -8.25 7.03 18.29  0.10
182 C -6.50 8.59 19.11  -0.19
183 C 1.43 0.17 11.16  -0.09
184 N -2.71 -3.96 13.15  -0.05
185 H -4.84 -3.59 17.47  0.10
186 C -8.39 4.18 21.52  -0.18
187 H -10.74 2.98 12.62  0.10
188 H -3.79 1.58 18.74  0.09
189 H -2.51 4.22 14.64  0.12
190 C -9.25 1.98 18.63  -0.08
191 H -8.41 -1.61 19.63  0.10
192 O -1.29 -0.60 16.31  -0.19
193 H -3.69 3.77 24.23  0.10
194 H -4.78 5.05 19.47  0.04
195 C -9.67 -2.95 11.91  -0.22
196 C -8.11 -5.25 16.10  -0.18
197 H -6.75 -2.51 12.95  0.08
198 H -2.10 -4.60 21.25  0.08
199 H 2.37 0.51 10.72  0.09
200 H -3.98 2.10 16.62  0.05
201 H -2.38 2.14 12.46  0.09
202 H -3.38 4.04 13.09  0.08
203 H -9.78 -3.81 9.37  0.08
204 C -8.53 -8.46 19.01  -0.10
205 H -11.06 -0.80 12.99  0.11
206 H -3.07 4.63 19.17  0.11
207 H -3.58 2.27 23.24  0.07
208 H -5.21 5.59 23.39  0.13
209 H -5.20 5.48 13.86  0.08
210 C -2.17 -5.40 20.51  -0.09
211 C -3.13 -2.03 16.01  -0.18
212 H -4.65 2.01 15.05  0.07
213 H -8.20 4.48 17.98  0.09
214 C -0.61 1.06 12.01  -0.20
215 C -4.74 8.59 20.78  -0.08
216 N -3.08 -2.43 17.41  -0.04
217 C -9.89 -6.82 18.01  -0.22
218 H -7.81 4.63 15.61  0.12
219 C -0.63 0.63 16.26  -0.10
220 H -2.88 1.86 21.59  0.10
221 C -4.50 3.67 10.10  -0.20
222 C -5.74 4.76 22.92  -0.18
223 H -7.86 1.42 11.92  0.09
224 C -2.68 4.66 13.65  -0.21
225 H -1.43 5.02 11.85  0.12
226 H -9.96 1.24 19.02  0.08
227 H 1.64 -0.29 12.13  0.08
228 H -0.38 0.75 13.04  0.10



HOMO energy values, unit eV, following the record order: -12.7135 -9.7740.
E_tot values, unit Ha, following the record order: -4313.6908 -4193.3235.